Entry w
Molecular formula: C4H9S
Method: DFT, ωB97M-V/def2-TZVPD

Geometry (Å):
C  -2.21  -1.74  0.52
S  -2.94  -0.19  1.10
H  -1.39  -2.17  1.12
H  -2.90  -2.59  0.50
H  -1.86  -1.66  -0.52
C  0.27  0.89  0.28
C  1.47  1.36  -0.48
C  2.53  0.67  -0.87
H  -0.57  0.83  -0.40
H  0.38  -0.11  0.69
H  0.03  1.54  1.11
H  1.37  2.38  -0.85
H  3.23  1.18  -1.52
H  2.60  -0.39  -0.68

charge = -1
frontier orbital gap = 5.813 eV
HOMO = -2.1256 eV



Entry x
Molecular formula: C4H9S
Method: DFT, ωB97M-V/def2-TZVPD

Geometry (Å):
C  0.88  1.75  -1.65
S  -0.27  1.44  -3.00
H  1.95  2.07  -2.02
H  0.58  2.59  -1.15
H  0.87  0.90  -0.85
C  -0.52  -1.63  0.07
C  -0.70  -1.06  1.44
C  -0.04  0.06  1.84
H  0.53  -1.86  -0.17
H  -1.11  -2.54  0.01
H  -0.84  -1.04  -0.79
H  -1.37  -1.68  2.22
H  -0.15  0.21  2.96
H  0.19  0.80  1.10

charge = -1
frontier orbital gap = 5.814 eV
HOMO = -2.1092 eV



Most stable structure: entry w



Entry w
Molecular formula: C2H5NO2
Method: DFT, ωB97M-V/def2-TZVPD

Geometry (Å):
N  1.87  -1.28  -0.51
C  1.45  -0.03  -0.14
O  0.35  0.29  0.27
H  2.79  -1.40  -0.87
H  1.26  -2.01  -0.78
H  2.26  0.77  -0.19
C  -2.51  0.94  0.56
O  -2.93  1.43  -0.49
H  -1.61  1.29  1.11
H  -2.93  0.02  1.04

frontier orbital gap = 10.380 eV
HOMO = -9.5928 eV



Entry x
Molecular formula: C2H5NO2
Method: DFT, ωB97M-V/def2-TZVPD

Geometry (Å):
N  -0.37  1.69  -1.30
C  -0.71  0.35  -1.47
O  -0.65  -0.48  -0.64
H  -0.22  2.36  -1.99
H  -0.01  1.98  -0.32
H  -1.24  0.34  -2.47
C  0.85  -1.56  2.00
O  1.91  -0.93  1.81
H  0.58  -2.39  2.77
H  -0.15  -1.36  1.60

frontier orbital gap = 10.730 eV
HOMO = -9.8465 eV



Entry y
Molecular formula: C2H5NO2
Method: DFT, ωB97M-V/def2-TZVPD

Geometry (Å):
C  1.52  0.02  -0.12
O  0.29  0.72  -0.27
C  -0.72  0.23  0.52
N  -1.74  -0.10  -0.30
O  -0.67  0.13  1.72
H  1.91  0.12  0.90
H  2.20  0.44  -0.85
H  1.37  -1.05  -0.35
H  -1.54  -0.03  -1.29
H  -2.61  -0.48  0.03

frontier orbital gap = 11.355 eV
HOMO = -10.4843 eV



Most stable structure: entry y



Entry w
Molecular formula: C2H5NO2
Method: DFT, ωB97M-V/def2-TZVPD

Geometry (Å):
N  0.84  0.13  1.29
C  0.56  -0.31  -0.06
C  -0.66  0.39  -0.66
O  -0.71  1.47  -1.24
O  -1.81  -0.51  -0.49
H  1.47  -0.55  1.63
H  1.26  1.11  1.44
H  0.13  -1.36  0.00
H  1.38  -0.23  -0.77
H  -2.44  -0.15  -1.14

frontier orbital gap = 10.619 eV
HOMO = -9.8688 eV



Entry x
Molecular formula: C2H5NO2
Method: DFT, ωB97M-V/def2-TZVPD

Geometry (Å):
N  2.10  -0.01  -0.12
C  1.21  -0.74  -0.86
O  0.61  -0.34  -1.83
H  2.19  -0.29  0.84
H  2.17  0.98  -0.32
H  1.11  -1.79  -0.53
C  -2.33  0.53  0.68
O  -3.23  -0.22  0.49
H  -1.76  0.49  1.61
H  -2.07  1.38  0.03

frontier orbital gap = 10.854 eV
HOMO = -10.1875 eV



Entry y
Molecular formula: C2H5NO2
Method: DFT, ωB97M-V/def2-TZVPD

Geometry (Å):
C  0.94  0.83  -0.15
N  -0.14  0.30  0.69
C  -0.46  -1.04  0.33
O  -1.82  -0.35  -0.56
O  -1.41  0.84  0.20
H  0.89  0.71  -1.30
H  0.92  1.93  -0.08
H  1.74  0.24  0.10
H  0.12  -1.69  -0.23
H  -0.79  -1.76  1.00

frontier orbital gap = 9.647 eV
HOMO = -9.1493 eV



Entry z
Molecular formula: C2H5NO2
Method: DFT, ωB97M-V/def2-TZVPD

Geometry (Å):
C  1.39  -0.19  -0.03
C  0.00  0.37  -0.04
O  -0.26  1.59  -0.07
N  -1.05  -0.52  -0.17
O  -2.27  0.09  -0.02
H  1.80  -0.14  1.03
H  2.10  0.47  -0.65
H  1.38  -1.24  -0.44
H  -1.08  -1.44  0.28
H  -2.00  1.01  0.12

frontier orbital gap = 10.318 eV
HOMO = -9.5082 eV



Most stable structure: entry w



Entry w
Molecular formula: C2H5NO2
Method: DFT, ωB97M-V/def2-TZVPD

Geometry (Å):
C  1.25  -0.23  -0.02
N  -0.12  0.27  0.14
O  -0.31  1.62  0.00
C  -1.22  -0.49  -0.01
O  -2.33  0.01  0.01
H  1.95  0.01  0.88
H  1.86  0.12  -0.82
H  1.13  -1.33  -0.17
H  -1.28  1.64  -0.10
H  -0.93  -1.60  0.07

frontier orbital gap = 10.110 eV
HOMO = -9.2883 eV



Entry x
Molecular formula: C2H5NO2
Method: DFT, ωB97M-V/def2-TZVPD

Geometry (Å):
N  0.99  -0.79  -1.01
C  0.60  0.01  0.15
C  -0.95  0.28  0.14
O  -1.70  -0.24  -0.61
O  -1.43  1.12  1.11
H  0.62  -1.75  -0.80
H  0.57  -0.58  -1.93
H  0.83  -0.59  1.09
H  1.11  0.99  0.30
H  -0.65  1.54  1.55

frontier orbital gap = 10.399 eV
HOMO = -9.8679 eV



Entry y
Molecular formula: C2H5NO2
Method: DFT, ωB97M-V/def2-TZVPD

Geometry (Å):
O  1.63  0.73  -1.98
C  0.88  0.90  -1.06
C  0.16  -0.27  -0.20
N  -0.85  0.21  0.76
O  -1.32  -1.00  1.50
H  0.69  2.01  -0.76
H  -0.25  -0.86  -0.90
H  1.16  -0.76  0.26
H  -0.51  0.68  1.57
H  -1.60  -1.64  0.82

frontier orbital gap = 10.589 eV
HOMO = -9.6926 eV



Most stable structure: entry x



Entry w
Molecular formula: C5H12NP
Method: DFT, ωB97M-V/def2-TZVPD

Geometry (Å):
H  -1.77  -0.15  -1.88
N  -1.22  0.50  -1.21
C  -0.19  0.04  -0.61
P  0.62  -1.61  -0.75
C  -0.71  -2.87  -1.27
C  0.73  1.05  0.36
C  0.66  0.53  1.80
C  0.19  2.48  0.30
H  0.54  -1.60  0.65
H  -0.76  -2.63  -2.32
H  -1.69  -2.93  -0.80
H  -0.34  -3.88  -1.21
H  1.63  1.00  -0.15
H  0.94  1.35  2.52
H  1.37  -0.29  2.01
H  -0.35  0.21  2.06
H  0.87  3.31  0.78
H  -0.82  2.70  0.55
H  0.30  2.81  -0.83

frontier orbital gap = 9.722 eV
HOMO = -8.8096 eV



Entry x
Molecular formula: C5H12NP
Method: DFT, ωB97M-V/def2-TZVPD

Geometry (Å):
C  0.53  -2.03  -0.31
C  -0.25  -0.69  -0.49
P  -1.50  -0.34  0.76
N  -2.56  0.60  -0.20
C  0.18  0.44  0.35
C  0.39  1.92  -0.48
C  1.39  0.15  1.25
H  0.92  -2.16  0.66
H  1.43  -2.09  -1.07
H  -0.11  -2.93  -0.73
H  -0.49  -0.46  -1.48
H  -3.35  1.08  0.24
H  -2.97  -0.04  -0.98
H  1.42  1.82  -0.78
H  0.20  2.75  0.18
H  -0.32  1.78  -1.29
H  2.43  0.02  0.71
H  1.08  -0.81  1.67
H  1.58  0.99  1.99

frontier orbital gap = 9.276 eV
HOMO = -8.2046 eV



Entry y
Molecular formula: C5H12NP
Method: DFT, ωB97M-V/def2-TZVPD

Geometry (Å):
C  1.20  0.34  0.96
C  0.56  0.23  -0.38
C  -0.33  -0.95  -0.63
P  -1.72  -0.99  0.98
N  -2.68  -0.35  2.15
C  0.14  1.50  -1.06
C  1.38  0.76  -1.53
H  1.47  -0.61  1.55
H  0.49  0.86  1.68
H  2.08  0.77  0.90
H  0.09  -1.84  -0.25
H  -0.72  -1.09  -1.61
H  -0.47  -1.23  1.56
H  -2.11  -2.22  0.65
H  -3.67  -0.36  2.09
H  0.43  2.51  -0.59
H  -0.91  1.50  -1.60
H  1.25  0.29  -2.44
H  2.41  1.04  -1.36

frontier orbital gap = 8.672 eV
HOMO = -8.2661 eV



Most stable structure: entry w



Entry w
Molecular formula: C2H4ClN
Method: DFT, ωB97M-V/def2-TZVPD

Geometry (Å):
H  -0.41  -2.24  1.73
N  0.01  -1.23  1.63
C  -0.55  -0.81  0.09
C  0.07  0.41  -0.51
Cl  -1.54  -1.75  -0.81
H  -0.90  0.95  -0.67
H  0.42  0.11  -1.45
H  0.90  0.67  0.19

frontier orbital gap (spin up / spin down) = 9.368 / 8.730 eV
HOMO (spin up / spin down) = -9.4065 / -8.8528 eV



Entry x
Molecular formula: C2H4ClN
Method: DFT, ωB97M-V/def2-TZVPD

Geometry (Å):
C  -0.67  0.98  0.00
N  -0.16  0.25  -0.90
C  1.01  -0.65  -0.41
Cl  2.52  0.25  0.08
H  -1.43  1.57  -0.23
H  -0.44  1.14  0.99
H  1.18  -1.34  -1.21
H  0.90  -1.38  0.47

frontier orbital gap = 11.011 eV
HOMO = -10.3124 eV



Entry y
Molecular formula: C2H4ClN
Method: DFT, ωB97M-V/def2-TZVPD

Geometry (Å):
C  -0.05  1.22  -0.09
N  -0.31  0.21  -0.75
C  -0.88  0.26  0.64
H  0.36  2.18  -0.06
H  -0.43  -0.46  1.21
H  -1.85  0.47  0.72
Cl  2.16  -2.05  -0.97
H  1.00  -1.85  -0.70

frontier orbital gap = 11.327 eV
HOMO = -10.2292 eV



Most stable structure: entry x



Entry w
Molecular formula: C5H8O2
Method: DFT, ωB97M-V/def2-TZVPD

Geometry (Å):
C  3.22  1.55  0.24
C  2.33  0.84  -0.15
C  1.27  -0.05  -0.65
O  0.15  0.02  0.20
C  -0.88  -0.87  -0.19
C  -2.10  -0.51  0.64
O  -2.48  0.83  0.40
H  4.01  2.17  0.60
H  1.00  0.24  -1.68
H  1.66  -1.08  -0.70
H  -1.10  -0.75  -1.26
H  -0.57  -1.92  -0.01
H  -2.94  -1.14  0.36
H  -1.87  -0.68  1.70
H  -1.68  1.35  0.51

frontier orbital gap = 11.081 eV
HOMO = -10.1555 eV



Entry x
Molecular formula: C5H8O2
Method: DFT, ωB97M-V/def2-TZVPD

Geometry (Å):
O  2.44  0.39  0.52
C  1.04  0.36  0.51
C  0.08  1.28  -0.36
C  -0.98  0.27  -0.10
O  -2.00  0.63  0.70
C  -0.76  -0.99  -0.80
C  0.38  -0.93  0.17
H  2.75  -0.25  -0.13
H  0.77  0.69  1.53
H  -0.14  2.28  0.03
H  0.39  1.34  -1.41
H  -2.52  -0.15  0.92
H  -1.48  -1.75  -0.45
H  -0.65  -1.04  -1.89
H  0.74  -1.86  0.64

frontier orbital gap = 8.246 eV
HOMO = -7.5856 eV



Entry y
Molecular formula: C5H8O2
Method: DFT, ωB97M-V/def2-TZVPD

Geometry (Å):
C  0.95  1.31  -0.98
C  1.00  0.50  0.08
C  2.26  -0.20  0.42
O  3.18  -0.33  -0.36
O  -0.02  0.34  0.99
C  -0.91  -0.73  0.72
C  -2.04  -0.32  -0.21
H  1.82  1.30  -1.62
H  0.09  1.95  -1.17
H  2.30  -0.54  1.48
H  -0.36  -1.58  0.28
H  -1.32  -1.03  1.69
H  -2.58  0.53  0.20
H  -2.74  -1.16  -0.33
H  -1.65  -0.06  -1.21

frontier orbital gap = 10.038 eV
HOMO = -9.8777 eV



Most stable structure: entry y



Entry w
Molecular formula: C3H8N2O2
Method: DFT, ωB97M-V/def2-TZVPD

Geometry (Å):
C  2.52  0.22  0.02
N  1.31  -0.16  -0.23
N  0.94  -1.27  0.45
C  -0.39  -1.78  0.15
H  2.92  1.12  -0.47
H  3.19  -0.30  0.73
H  1.61  -2.04  0.34
H  -1.15  -1.01  0.32
H  -0.62  -2.62  0.82
H  -0.46  -2.12  -0.88
O  -1.70  3.26  -0.45
C  -1.56  2.08  -0.20
O  -2.61  1.24  -0.20
H  -0.63  1.57  0.05
H  -3.37  1.80  -0.44

frontier orbital gap = 9.692 eV
HOMO = -8.7800 eV



Entry x
Molecular formula: C3H8N2O2
Method: DFT, ωB97M-V/def2-TZVPD

Geometry (Å):
C  -0.40  -1.08  0.93
C  0.48  1.43  0.23
C  0.48  1.02  -1.13
N  -0.04  -1.68  -1.08
N  0.47  -0.19  1.31
O  -0.12  -2.24  0.32
O  -1.71  -0.86  1.12
H  -1.82  -0.04  1.62
H  -1.04  -1.67  -1.32
H  1.41  -0.56  1.16
H  -0.42  1.87  0.65
H  1.38  1.79  0.70
H  -0.37  1.35  -1.72
H  0.28  -0.27  -1.12
H  1.43  1.12  -1.65

frontier orbital gap = 8.603 eV
HOMO = -8.1914 eV



Most stable structure: entry w